# 1
{
  "formula": "C28H30N7O3Tc",
  "method": "wB97M-V/def2-TZVPD",
  "lumo_energy_ev": [-3.31, -5.63],
  "homo_lumo_gap_ev": [7.26, 4.98],
  "largest_force_ev_per_a": 4.56,
  "e_tot_ev": -48289.2638,
  "total_charge": 1,
  "e_above_lowest_kj_mol": 0.0,
  "spin_multiplicity": 4,
  "s2": 3.769,
  "species": ["Tc", "N", "C", "C", "O", "N", "C", "C", "O", "O", "H", "H", "H", "H", "H", "H", "N", "C", "C", "C", "C", "C", "C", "N", "C", "C", "C", "C", "N", "C", "C", "H", "H", "H", "H", "H", "H", "H", "H", "H", "N", "C", "C", "C", "C", "C", "C", "H", "H", "H", "H", "H", "H", "H", "C", "C", "C", "C", "C", "C", "N", "H", "H", "H", "H", "H", "H", "H", "H"],
  "positions_angstrom": [[1.5427, -0.7723, 0.4176], [2.5628, -0.0534, -1.4285], [3.8279, 0.7437, -1.2031], [3.8891, 1.1177, 0.2890], [4.6105, 2.0720, 0.5493], [3.0276, 0.4064, 1.1072], [3.1716, 0.7113, 2.6060], [2.2942, -0.3383, 3.3534], [2.2638, -0.5182, 4.5339], [1.4923, -1.0146, 2.4804], [2.7442, -0.8350, -2.0874], [2.0117, 0.5693, -1.9749], [3.8025, 1.6662, -1.8464], [4.6901, 0.1444, -1.4886], [2.8749, 1.7757, 2.8914], [4.2260, 0.6161, 2.8190], [-4.5081, 2.7622, 1.4349], [-5.4085, 3.8087, 1.1675], [-6.6817, 4.1482, 1.6274], [-7.3926, 5.1575, 0.9372], [-6.8596, 5.7783, -0.1851], [-5.5451, 5.5308, -0.6175], [-4.8480, 4.5103, 0.0319], [-3.6858, 3.8891, -0.3143], [-3.4694, 2.8864, 0.5458], [-2.2791, 2.0954, 0.5535], [-1.8591, 1.4992, 1.7278], [-0.7061, 0.7356, 1.7451], [0.1125, 0.7063, 0.6677], [-0.3464, 1.1879, -0.5331], [-1.5063, 1.8732, -0.6116], [-4.6295, 2.0299, 2.1229], [-7.1903, 3.6362, 2.4388], [-8.4219, 5.3740, 1.1671], [-7.4125, 6.6044, -0.6806], [-5.0761, 6.1264, -1.4193], [-2.3552, 1.6800, 2.6309], [-0.2670, 0.2629, 2.6078], [0.3757, 1.1007, -1.3447], [-1.7871, 2.3297, -1.5519], [2.9758, -2.3002, 0.3244], [3.6243, -2.8203, -0.8586], [2.8553, -3.6668, -1.7074], [3.4539, -4.0959, -2.9332], [4.7626, -3.7959, -3.2178], [5.5258, -2.9865, -2.3313], [4.9627, -2.5198, -1.0996], [3.6741, -1.9437, 0.9781], [2.5518, -3.1240, 0.7598], [1.8691, -4.0699, -1.3792], [2.9702, -4.6796, -3.6798], [5.2407, -4.2950, -4.0587], [6.6258, -2.8311, -2.4173], [5.4640, -1.8060, -0.3952], [-0.5579, -3.0260, 2.2902], [-0.9191, -2.6439, 0.8934], [-2.1587, -2.7821, 0.2983], [-1.9992, -2.4383, -1.0639], [-0.6876, -2.1171, -1.2268], [-0.1198, -1.7827, -2.5361], [-0.0409, -2.1717, -0.0430], [-1.4259, -3.5983, 2.6165], [-0.4208, -2.1609, 2.9455], [0.3636, -3.5888, 2.3281], [-3.0159, -3.1941, 0.7830], [-2.7960, -2.3903, -1.7861], [-0.4159, -0.7805, -2.8032], [-0.6311, -2.4629, -3.2428], [0.9841, -1.9318, -2.6036]],
  "forces_ev_per_a": [[1.99, 0.66, 1.46], [0.30, -0.70, -1.06], [-0.85, -0.08, 0.20], [-0.48, 0.92, -0.57], [-0.27, -0.93, 0.82], [1.31, 1.47, 0.79], [-0.93, 0.07, -1.31], [-0.55, 0.05, -2.05], [0.17, 0.11, 0.22], [0.50, 0.21, 0.57], [0.12, 0.50, 0.64], [-0.74, 0.42, -0.50], [0.14, -0.87, 0.86], [0.02, 0.07, 0.06], [0.19, -1.38, -0.51], [0.22, -0.06, 0.49], [-0.45, 0.86, 0.32], [0.04, 0.29, -1.19], [-0.76, 0.40, -0.23], [0.66, -1.39, 0.06], [1.24, 1.39, -0.70], [-0.63, 0.35, 0.09], [-0.55, -1.41, 1.23], [1.55, -0.97, 0.41], [-1.83, 2.32, -1.38], [0.78, -0.94, -0.39], [0.75, -0.50, -0.67], [1.24, 1.08, -1.02], [-1.75, -0.72, -1.04], [1.23, 0.22, 1.73], [-1.04, 0.97, -0.27], [0.01, 0.30, -0.18], [0.26, -0.01, -0.01], [-0.06, 0.01, 0.47], [0.29, -0.83, 0.38], [-0.37, -0.60, 0.40], [-0.80, 0.07, 1.18], [-0.30, -0.08, 0.30], [-0.66, 0.09, 0.11], [-0.24, -0.03, 0.08], [0.63, -1.77, 0.39], [-0.65, -0.77, -0.60], [0.92, -0.04, -0.62], [-0.50, 0.64, 1.71], [1.66, 0.92, 0.99], [0.27, -0.38, 1.42], [-0.28, 0.45, -1.53], [-0.03, -0.17, 0.00], [0.03, 0.35, 0.32], [0.76, 0.68, -0.40], [-0.80, -0.57, -0.01], [-0.06, 0.48, 0.01], [-1.07, -0.11, -0.49], [-0.11, -1.01, -0.81], [-1.04, 0.34, -0.64], [1.78, 0.38, 0.58], [-1.35, -0.02, -2.56], [-3.56, -1.14, 2.61], [1.73, 0.62, 0.15], [0.79, -0.88, -0.41], [1.41, 0.25, 0.09], [0.33, -0.23, 0.46], [0.02, -0.05, -0.16], [0.17, -0.20, 0.04], [-0.46, 0.00, 0.10], [0.10, -0.19, -0.23], [0.05, 0.51, -0.25], [0.46, 0.39, 0.01], [-0.94, 0.19, 0.05]],
  "lowdin_charge": [1.428, -0.062, -0.096, -0.529, 0.055, -0.147, -0.058, -0.566, 0.099, -0.282, 0.086, 0.052, 0.146, 0.102, 0.150, 0.113, 0.160, -0.153, -0.014, -0.082, -0.090, -0.006, -0.230, 0.173, -0.278, -0.115, 0.025, -0.061, -0.089, -0.119, 0.022, 0.161, 0.106, 0.102, 0.117, 0.122, 0.107, 0.106, 0.087, 0.126, -0.044, -0.324, -0.031, -0.075, -0.085, -0.038, -0.039, 0.106, 0.115, 0.120, 0.100, 0.113, 0.121, 0.133, 0.008, -0.279, 0.028, 0.013, -0.353, -0.005, -0.029, 0.093, 0.082, 0.090, 0.118, 0.127, 0.087, 0.113, 0.067]
}

---

# 2
{
  "formula": "C28H30NOV",
  "method": "wB97M-V/def2-TZVPD",
  "lumo_energy_ev": [-3.56, -3.41],
  "homo_lumo_gap_ev": [7.41, 7.59],
  "largest_force_ev_per_a": 5.45,
  "e_tot_ev": -58741.0067,
  "total_charge": 1,
  "spin_multiplicity": 2,
  "s2": 0.821,
  "species": ["C", "C", "C", "H", "C", "C", "H", "C", "C", "C", "H", "C", "C", "H", "H", "H", "H", "H", "H", "V", "C", "C", "C", "H", "H", "H", "H", "H", "H", "C", "C", "H", "H", "O", "N", "C", "H", "C", "C", "H", "C", "H", "C", "H", "C", "H", "C", "H", "H", "H", "C", "C", "C", "C", "C", "C", "H", "H", "H", "H", "H"],
  "positions_angstrom": [[0.7780, 2.0975, 0.0889], [-0.1361, 2.1238, -1.0081], [-1.4493, 1.9146, -0.5023], [0.1034, 2.3268, -2.0437], [-1.3595, 1.7768, 0.9162], [0.0117, 1.9048, 1.2811], [-2.2024, 1.7265, 1.6118], [1.7615, -1.4601, -1.0118], [1.4804, -0.2869, -1.7716], [0.1358, -0.4108, -2.2813], [2.1751, 0.5104, -1.9996], [-0.4268, -1.6280, -1.7674], [0.6075, -2.2887, -1.0275], [-2.3818, 1.9869, -1.0606], [0.3899, 1.8709, 2.3046], [1.8490, 2.2388, 0.0382], [0.5289, -3.2985, -0.6190], [-0.3462, 0.2126, -3.0190], [2.7054, -1.7120, -0.5331], [-0.0607, -0.0045, -0.0810], [-1.8432, -2.1127, -2.0446], [-2.0317, -3.5508, -1.5439], [-2.1877, -2.0360, -3.5295], [-1.4701, -4.2209, -2.2049], [-3.0869, -3.8459, -1.5938], [-1.6720, -3.7111, -0.5212], [-1.5092, -2.6658, -4.1116], [-2.1351, -1.0053, -3.9006], [-3.2154, -2.3938, -3.6778], [-2.8247, -1.1489, -1.3440], [-2.6692, -1.1184, 0.1305], [-3.8515, -1.4786, -1.5174], [-2.7266, -0.1193, -1.7389], [-1.5026, -0.8583, 0.6215], [-3.6598, -1.4279, 0.9694], [-4.9079, -0.6881, 1.2618], [-3.4656, -2.2493, 1.5430], [-5.1150, 0.4606, 0.3051], [-5.0444, 1.7724, 0.7821], [-4.8675, 1.9397, 1.8509], [-5.2152, 2.8495, -0.0954], [-5.2328, 3.8645, 0.3023], [-5.3874, 2.6194, -1.4641], [-5.4817, 3.4562, -2.1606], [-5.4799, 1.3086, -1.9402], [-5.6009, 1.0979, -3.0066], [-5.4720, 0.2408, -1.0322], [-5.7348, -0.7752, -1.3586], [-4.8273, -0.3053, 2.2886], [-5.7512, -1.3930, 1.2379], [2.6900, -0.9280, 4.0702], [3.2378, -0.1776, 3.0205], [2.5177, -0.0383, 1.8176], [1.2585, -0.6041, 1.7081], [0.7354, -1.4114, 2.6976], [1.4513, -1.5615, 3.9045], [3.2273, -1.0197, 5.0170], [4.2114, 0.3069, 3.1266], [2.9717, 0.5200, 0.9953], [-0.2183, -1.9243, 2.5627], [1.0168, -2.1659, 4.7050]],
  "forces_ev_per_a": [[-0.70, -0.02, 0.01], [-0.11, 0.15, 0.67], [0.33, 0.01, 0.47], [0.06, -0.13, 0.18], [0.75, 0.61, -0.36], [-0.24, -0.28, -0.01], [0.45, -0.36, -0.37], [-0.57, 0.34, -0.14], [-0.63, -0.68, 0.01], [0.13, -0.75, 0.56], [-0.08, -0.12, 0.05], [0.90, 0.34, -0.58], [-0.44, 0.70, -0.04], [0.31, -0.23, 0.07], [-0.09, -0.03, -0.54], [-0.18, -0.01, 0.00], [0.05, 0.61, 0.20], [0.07, 0.13, 0.18], [-0.37, 0.20, -0.05], [3.89, 1.05, -1.26], [0.55, 0.14, 0.55], [-0.01, -0.08, -0.21], [-0.09, -0.04, -0.19], [-0.08, 0.01, 0.20], [0.18, 0.08, 0.00], [-0.11, 0.12, -0.11], [-0.10, 0.12, 0.02], [0.04, -0.23, 0.02], [0.23, 0.05, -0.05], [-1.03, 0.67, 0.03], [2.84, 1.11, 0.27], [0.35, 0.02, -0.31], [0.10, -0.53, 0.02], [-4.60, -2.82, 0.74], [-0.68, -1.34, 0.91], [-0.27, -0.29, -0.33], [0.16, 0.83, 0.45], [-0.64, 0.19, -0.01], [0.22, 0.10, -0.27], [-0.06, 0.03, -0.43], [-0.08, -0.13, 0.08], [0.11, -0.25, -0.17], [0.14, -0.09, 0.08], [0.08, -0.26, 0.27], [-0.33, -0.33, 0.29], [-0.18, 0.19, 0.39], [0.23, 0.19, -0.08], [0.28, 0.51, 0.04], [0.01, -0.08, -0.27], [0.18, 0.19, -0.07], [-0.20, 0.02, -0.11], [-0.37, -0.18, -0.31], [0.61, 0.00, 0.91], [-1.18, 0.39, -1.73], [0.39, -0.07, 0.87], [-0.01, 0.08, -0.39], [-0.17, 0.01, -0.33], [-0.28, -0.22, 0.01], [-0.18, -0.05, 0.26], [0.18, 0.25, 0.13], [0.26, 0.18, -0.21]],
  "lowdin_charge": [-0.141, -0.129, -0.104, 0.127, -0.091, -0.108, 0.125, -0.070, -0.117, -0.110, 0.127, -0.224, -0.014, 0.114, 0.134, 0.120, 0.134, 0.125, 0.130, 0.811, -0.475, -0.018, -0.018, 0.104, 0.101, 0.088, 0.105, 0.091, 0.101, -0.064, -0.326, 0.111, 0.131, -0.090, 0.098, -0.093, 0.169, -0.232, -0.044, 0.121, -0.068, 0.114, -0.075, 0.114, -0.067, 0.115, -0.060, 0.125, 0.128, 0.133, -0.089, -0.073, -0.138, -0.164, -0.111, -0.078, 0.105, 0.107, 0.094, 0.088, 0.104]
}

---

# 3
{
  "formula": "C28H31As2Cl2N4O8RuS",
  "method": "wB97M-V/def2-TZVPD",
  "lumo_energy_ev": [-9.67, -11.51],
  "homo_lumo_gap_ev": [6.99, 5.18],
  "largest_force_ev_per_a": 0.90,
  "e_tot_ev": -211988.5353,
  "total_charge": 3,
  "spin_multiplicity": 5,
  "s2": 6.044,
  "species": ["Ru", "N", "C", "S", "N", "N", "C", "C", "C", "C", "C", "C", "C", "C", "C", "C", "C", "C", "N", "H", "H", "H", "H", "H", "H", "H", "H", "H", "H", "H", "Cl", "C", "Cl", "H", "H", "C", "O", "C", "O", "C", "C", "As", "C", "C", "C", "As", "C", "C", "O", "O", "C", "C", "O", "O", "C", "C", "O", "O", "C", "H", "H", "H", "H", "H", "H", "H", "H", "H", "H", "H", "H", "H", "H", "H", "H", "H", "H"],
  "positions_angstrom": [[0.6884, 0.5758, 0.9395], [4.3588, 1.3246, 3.1379], [3.1886, 1.0392, 2.6347], [2.8778, 1.3236, 0.9473], [2.2993, 0.4908, 3.5253], [1.1665, 0.2065, 2.9402], [0.2011, -0.3736, 3.7016], [0.2791, -0.5223, 5.1078], [-0.1886, -1.7253, 5.7093], [-0.1006, -1.8974, 7.0661], [0.4128, -0.8690, 7.8632], [0.8744, 0.3225, 7.2960], [0.8283, 0.4950, 5.9362], [-0.9316, -0.8848, 2.8973], [-2.1344, -1.2524, 3.4565], [-3.1072, -1.8376, 2.6444], [-2.8409, -2.0278, 1.3079], [-1.6430, -1.5499, 0.7868], [-0.7173, -0.9691, 1.5473], [5.0930, 1.7278, 2.5697], [4.5664, 1.0991, 4.1042], [-0.5307, -2.5434, 5.0901], [-0.4143, -2.8291, 7.5171], [0.4503, -0.9982, 8.9380], [1.2581, 1.1100, 7.9305], [1.1381, 1.4358, 5.5036], [-2.3248, -1.0809, 4.5049], [-4.0555, -2.1428, 3.0678], [-3.5606, -2.5016, 0.6539], [-1.4235, -1.6279, -0.2661], [-0.9366, 2.5882, 2.0302], [-0.4296, 4.2180, 1.4577], [0.3392, 4.1399, -0.1195], [0.2624, 4.6228, 2.1825], [-1.3394, 4.7986, 1.3821], [2.6312, -2.8407, 0.1963], [1.9055, -1.8087, -0.5274], [0.9623, -2.2686, -1.3925], [0.6167, -3.4117, -1.4426], [0.3890, -1.1378, -2.1755], [-0.4020, -1.3745, -3.2319], [-1.6237, -0.1532, -4.2550], [-1.1575, -0.6290, -6.0674], [-0.3678, 1.2983, -3.8072], [-0.4031, 1.5155, -2.4822], [0.9904, 0.6083, -1.5276], [2.7439, 0.8888, -2.2732], [-1.5763, 1.4127, -1.5686], [-1.4282, 0.8414, -0.4777], [-2.7305, 1.9525, -1.8019], [-3.0345, 2.7760, -2.9628], [0.9087, 1.3981, -4.6128], [1.4760, 0.4100, -4.9790], [1.3781, 2.6056, -4.8998], [0.6443, 3.8082, -4.5742], [-0.3975, -2.7551, -3.8885], [0.5031, -2.9740, -4.6349], [-1.4288, -3.5788, -3.7399], [-2.4525, -3.3297, -2.7700], [3.5446, -2.3688, 0.5408], [2.8519, -3.6691, -0.4674], [2.0288, -3.1923, 1.0306], [-1.8715, -1.3903, -6.3774], [-0.1393, -0.9939, -6.1471], [-1.3043, 0.2564, -6.6852], [2.8208, 0.3412, -3.2074], [3.4644, 0.5000, -1.5577], [2.9226, 1.9507, -2.4315], [-3.8592, 3.4029, -2.6485], [-3.3448, 2.1397, -3.7836], [-2.1756, 3.3827, -3.2347], [1.1695, 4.6051, -5.0858], [0.6495, 3.9876, -3.5009], [-0.3776, 3.7531, -4.9461], [-2.5689, -4.2401, -2.1904], [-3.3777, -3.1004, -3.2919], [-2.1838, -2.5028, -2.1117]],
  "forces_ev_per_a": [[0.04, -0.12, -0.38], [0.31, 0.06, -0.02], [-0.10, -0.11, 0.39], [-0.30, 0.07, 0.19], [0.25, 0.22, -0.73], [-0.53, -0.16, 0.70], [0.01, 0.06, -0.73], [0.05, -0.12, 0.42], [0.08, 0.12, -0.11], [0.05, 0.07, 0.15], [-0.01, -0.02, 0.01], [-0.04, -0.07, 0.09], [-0.08, -0.07, -0.14], [0.40, 0.04, -0.11], [-0.18, -0.10, 0.03], [-0.06, 0.01, 0.12], [0.00, -0.06, -0.11], [0.10, 0.03, 0.22], [-0.24, 0.04, 0.10], [0.01, 0.00, 0.05], [-0.02, 0.04, -0.02], [-0.02, 0.03, -0.03], [0.00, 0.02, 0.01], [0.03, 0.00, -0.02], [-0.03, -0.01, 0.00], [0.00, -0.04, -0.01], [0.00, -0.01, 0.02], [0.02, 0.01, 0.00], [0.04, 0.00, 0.01], [0.00, 0.08, -0.05], [0.04, 0.01, 0.09], [-0.06, -0.04, -0.08], [0.03, -0.08, -0.04], [0.05, 0.02, 0.04], [-0.04, 0.06, 0.03], [-0.07, 0.12, 0.01], [0.07, -0.04, -0.10], [0.05, 0.04, 0.20], [-0.07, 0.03, -0.12], [-0.12, -0.07, -0.06], [0.11, 0.00, 0.08], [-0.15, 0.05, 0.04], [-0.04, -0.05, -0.09], [0.11, -0.18, -0.17], [-0.05, 0.26, 0.45], [0.51, -0.35, -0.15], [0.14, 0.01, 0.12], [-0.14, -0.22, 0.02], [0.12, 0.21, -0.04], [-0.14, 0.28, -0.15], [0.07, -0.05, 0.12], [-0.04, 0.32, -0.12], [-0.03, -0.22, 0.04], [-0.16, 0.05, 0.16], [0.04, -0.12, -0.09], [-0.28, -0.12, 0.10], [0.16, -0.01, -0.05], [0.05, 0.24, 0.03], [0.10, -0.06, -0.08], [0.03, 0.01, 0.03], [0.03, -0.03, -0.05], [-0.02, -0.03, 0.02], [0.02, -0.03, -0.07], [0.03, 0.00, -0.01], [-0.02, 0.00, -0.04], [0.01, 0.00, -0.03], [0.02, -0.03, -0.03], [-0.02, 0.04, -0.03], [-0.04, 0.03, 0.02], [-0.04, -0.06, -0.06], [0.03, 0.01, 0.00], [0.02, 0.04, -0.03], [0.02, 0.00, 0.04], [-0.02, -0.02, -0.03], [0.00, -0.03, 0.03], [-0.05, 0.00, -0.02], [0.00, 0.01, 0.02]],
  "lowdin_charge": [0.931, 0.198, -0.710, 0.708, 0.079, -0.121, -0.119, -0.149, 0.000, -0.013, 0.025, -0.018, 0.005, -0.210, 0.035, 0.031, 0.028, -0.078, -0.005, 0.142, 0.156, 0.130, 0.133, 0.136, 0.130, 0.117, 0.136, 0.141, 0.135, 0.090, 0.585, -0.894, 0.579, 0.045, 0.048, 0.010, -0.165, -0.519, 0.178, -0.238, -0.227, 1.391, -0.246, -0.275, -0.333, 1.238, -0.218, -0.577, -0.116, 0.022, 0.013, -0.557, 0.134, 0.019, -0.004, -0.559, 0.197, 0.019, -0.025, 0.096, 0.111, 0.099, 0.052, 0.038, 0.055, 0.054, 0.008, 0.063, 0.113, 0.072, 0.088, 0.113, 0.079, 0.098, 0.111, 0.105, 0.059]
}